[1]
108
Properties=species:S:1:pos:R:3 method="wB97M-V/def2-TZVPD" charge=-1 spin_multiplicity=1 e_tot_ha=-9938.3729 e_above_lowest_kcal_mol=25.1 homo_lumo_gap_ha=0.2704
Bi -0.70 0.25 -0.02
N -2.50 1.61 1.70
C -2.92 1.33 3.08
C -3.67 0.00 3.20
C -2.77 -1.22 3.10
N -2.21 -1.36 1.77
H -2.18 2.56 1.60
H -3.26 1.49 1.04
H -3.56 2.13 3.47
H -2.02 1.28 3.70
H -4.44 -0.05 2.41
H -4.19 -0.02 4.16
H -3.35 -2.10 3.41
H -1.94 -1.11 3.80
H -2.88 -1.58 1.04
H -1.41 -1.98 1.76
N 1.45 -1.23 0.10
C 1.47 -2.53 -0.56
C 2.03 -3.65 0.33
C 1.36 -3.91 1.69
C 0.45 -5.14 1.70
N -0.56 -5.12 0.65
C -1.80 -4.68 0.74
N -2.44 -4.62 1.93
N -2.47 -4.43 -0.38
C 0.09 -2.88 -1.17
O 0.00 -3.99 -1.76
O -0.86 -2.07 -1.04
H 2.14 -0.59 -0.25
H 1.51 -1.27 1.12
H 2.14 -2.46 -1.42
H 3.07 -3.36 0.53
H 2.07 -4.57 -0.26
H 0.83 -3.03 2.06
H 2.13 -4.11 2.43
H -0.02 -5.25 2.68
H 1.05 -6.04 1.54
H -0.17 -4.99 -0.30
H -1.88 -4.52 2.76
H -3.31 -4.12 1.93
H -1.86 -4.30 -1.19
H -3.19 -3.72 -0.33
Cl 0.03 -1.17 -4.74
C 1.52 -0.43 -4.12
Cl 2.81 -1.66 -4.15
Cl 1.98 0.92 -5.18
C 1.37 0.13 -2.64
O 2.42 0.39 -2.07
O 0.18 0.24 -2.26
C -1.55 2.40 -3.99
Si -0.68 3.56 -2.81
C 1.12 3.84 -3.19
C -1.55 5.22 -2.80
Se -0.94 2.83 -0.67
H -1.95 2.93 -4.86
H -2.38 1.95 -3.44
H -0.90 1.60 -4.33
H 1.26 4.25 -4.20
H 1.69 2.91 -3.11
H 1.54 4.55 -2.47
H -1.32 5.82 -3.69
H -1.24 5.78 -1.91
H -2.63 5.08 -2.74
O 1.45 1.27 1.14
S 1.33 1.80 2.54
C 1.52 3.64 2.28
C 2.72 4.05 1.48
C 2.81 3.72 0.13
C 3.96 4.01 -0.59
C 5.03 4.67 0.02
C 4.93 5.02 1.36
C 3.79 4.70 2.09
C 3.00 1.56 3.29
C 3.53 0.17 3.22
C 4.00 -0.31 2.00
C 4.48 -1.60 1.89
C 4.52 -2.43 3.00
C 4.07 -1.95 4.23
C 3.57 -0.67 4.33
H 1.51 4.10 3.27
H 0.60 3.86 1.75
H 1.98 3.21 -0.35
H 4.02 3.73 -1.63
H 5.92 4.90 -0.54
H 5.76 5.53 1.85
H 3.73 4.97 3.14
H 2.88 1.91 4.32
H 3.65 2.22 2.74
H 3.95 0.34 1.13
H 4.83 -1.97 0.92
H 4.90 -3.44 2.91
H 4.10 -2.60 5.10
H 3.17 -0.31 5.27
Cl 0.49 -0.93 3.29
Br -3.27 0.04 -6.60
C -4.27 -0.35 -5.04
C -5.65 -0.47 -5.14
C -6.38 -0.78 -3.99
C -5.73 -0.94 -2.78
C -4.36 -0.78 -2.69
C -3.62 -0.50 -3.83
C -3.66 -0.81 -1.35
O -4.03 -1.67 -0.53
O -2.78 0.09 -1.20
H -6.14 -0.31 -6.09
H -7.45 -0.89 -4.06
H -6.29 -1.19 -1.88
H -2.54 -0.40 -3.76


[2]
8
Properties=species:S:1:pos:R:3 method="wB97M-V/def2-TZVPD" charge=0 spin_multiplicity=1 e_tot_ha=-1048.6325 e_above_lowest_kcal_mol=90.8 homo_lumo_gap_ha=0.3551 smiles=COOSCl
C 0.17 0.04 -0.11
O 1.41 0.24 -0.68
O 2.39 0.66 0.42
S 3.83 0.94 -0.04
Cl 4.78 -0.87 0.02
H -0.46 -0.26 -0.95
H -0.23 0.96 0.34
H 0.18 -0.76 0.64


[3]
49
Properties=species:S:1:pos:R:3 method="wB97M-V/def2-TZVPD" charge=0 spin_multiplicity=1 e_tot_ha=-1966.7678 homo_lumo_gap_ha=0.3585 smiles="NCCOC(=O)OB(N)O.O=S1(=O)CCCC1.O=S1(=O)CCCC1"
N -2.71 1.89 -0.93
C -2.43 2.68 -2.21
C -2.23 4.31 -1.93
O -3.42 5.11 -2.27
C -4.47 5.03 -1.23
O -4.18 4.89 0.08
O -5.88 5.17 -1.72
B -6.58 3.87 -1.66
N -6.86 3.02 -2.92
O -7.05 3.43 -0.31
H -3.06 0.96 -1.29
H -3.46 2.37 -0.36
H -3.18 2.45 -3.08
H -1.36 2.31 -2.58
H -1.78 4.54 -0.86
H -1.39 4.65 -2.71
H -6.50 3.64 -3.71
H -6.18 2.23 -2.85
H -6.74 2.46 -0.22
C -0.91 -2.10 1.40
C 0.40 -1.91 2.16
C 1.31 -1.03 1.29
S 0.22 -0.01 0.30
O 0.39 -0.38 -1.09
O 0.31 1.36 0.75
C -1.30 -0.72 0.89
H -1.69 -2.53 2.03
H -0.75 -2.77 0.55
H 0.20 -1.40 3.11
H 0.88 -2.86 2.39
H 1.95 -0.39 1.90
H 1.92 -1.64 0.61
H -2.04 -0.74 0.09
H -1.66 -0.09 1.71
C 6.21 -2.31 0.56
C 6.42 -3.83 0.63
C 5.41 -4.38 1.64
S 4.02 -3.27 1.61
O 3.92 -2.62 2.90
O 2.89 -3.94 0.99
C 4.71 -2.12 0.44
H 6.74 -1.87 -0.29
H 6.58 -1.84 1.47
H 6.24 -4.27 -0.36
H 7.45 -4.08 0.92
H 5.08 -5.39 1.36
H 5.82 -4.39 2.65
H 4.39 -1.10 0.68
H 4.35 -2.39 -0.56


[4]
13
Properties=species:S:1:pos:R:3 method="wB97M-V/def2-TZVPD" charge=0 spin_multiplicity=1 e_tot_ha=-952.5790 e_above_lowest_kcal_mol=21.7 homo_lumo_gap_ha=0.3343 smiles=CSCS.O
S 0.52 0.41 -0.83
S 0.17 0.09 2.27
C 0.27 1.87 2.31
C -0.38 -0.27 0.62
H 0.08 -0.65 -1.53
H 1.12 2.11 2.98
H -0.66 2.22 2.79
H 0.40 2.42 1.36
H -0.26 -1.37 0.56
H -1.47 -0.06 0.68
O 0.33 -2.44 -3.50
H -0.28 -2.84 -4.17
H 0.15 -1.48 -3.55